DFT (ωB97M-V/def2-TZVPD) results for a cluster of 11 separate species, C66H145N2O40P9 in total at a distorted geometry.

Each atom is followed by the atoms it is bonded to, with distances in Å.
Atoms and positions in Å:
1 O -21.942 -23.501 0.290  N2 1.200
2 N -23.126 -23.324 0.375  O1 1.200, O3 1.236, C4 1.467
3 O -23.854 -23.756 1.275  N2 1.236
4 C -23.761 -22.483 -0.646  N2 1.467, C5 1.394, C9 1.413
5 C -23.026 -22.087 -1.762  C4 1.394, C6 1.416, H10 1.080
6 C -23.620 -21.214 -2.704  C5 1.416, C7 1.371, H11 1.080
7 C -24.885 -20.714 -2.528  C6 1.371, C8 1.421, H12 1.080
8 C -25.627 -21.029 -1.358  C7 1.421, C9 1.412, H13 1.080
9 C -25.039 -21.919 -0.433  C4 1.413, C8 1.412, H14 1.080
10 H -22.023 -22.436 -1.959  C5 1.080
11 H -23.102 -20.953 -3.615  C6 1.080
12 H -25.234 -19.884 -3.124  C7 1.080
13 H -26.635 -20.690 -1.168  C8 1.080
14 H -25.654 -22.264 0.385  C9 1.080
15 O -20.717 -33.607 3.299  N16 1.219
16 N -21.271 -32.793 4.017  O15 1.219, O17 1.250, C18 1.497
17 O -21.875 -33.018 5.089  N16 1.250
18 C -21.198 -31.349 3.631  N16 1.497, C19 1.400, C23 1.381
19 C -20.544 -30.980 2.449  C18 1.400, C20 1.379, H24 1.080
20 C -20.521 -29.657 2.062  C19 1.379, C21 1.419, H25 1.080
21 C -20.988 -28.627 2.919  C20 1.419, C22 1.368, H26 1.080
22 C -21.483 -28.982 4.143  C21 1.368, C23 1.401, H27 1.080
23 C -21.620 -30.338 4.471  C18 1.381, C22 1.401, H28 1.080
24 H -20.168 -31.771 1.816  C19 1.080
25 H -20.159 -29.354 1.091  C20 1.080
26 H -20.964 -27.591 2.616  C21 1.080
27 H -21.981 -28.271 4.786  C22 1.080
28 H -21.891 -30.572 5.490  C23 1.080
29 C -30.368 -25.115 -8.085  C30 1.491, H40 1.090, H41 1.090, H42 1.090
30 C -29.955 -23.955 -7.245  C29 1.491, O31 1.398, H43 1.090, H44 1.090
31 O -28.727 -23.589 -7.805  C30 1.398, P32 1.625
32 P -27.827 -22.437 -7.096  O31 1.625, O33 1.468, O34 1.626, O37 1.615
33 O -28.424 -21.788 -5.922  P32 1.468
34 O -27.337 -21.316 -8.166  P32 1.626, C35 1.404
35 C -27.100 -21.741 -9.484  O34 1.404, C36 1.473, H45 1.090, H46 1.090
36 C -26.388 -20.815 -10.381  C35 1.473, H47 1.090, H48 1.090, H49 1.090
37 O -26.483 -23.310 -6.896  P32 1.615, C38 1.423
38 C -26.496 -24.305 -5.878  O37 1.423, C39 1.550, H50 1.090, H51 1.090
39 C -25.518 -25.462 -6.209  C38 1.550, H52 1.090, H53 1.090, H54 1.090
40 H -30.095 -24.907 -9.120  C29 1.090
41 H -29.906 -26.060 -7.796  C29 1.090
42 H -31.435 -25.291 -7.945  C29 1.090
43 H -30.586 -23.077 -7.386  C30 1.090
44 H -29.828 -24.208 -6.192  C30 1.090
45 H -26.371 -22.551 -9.476  C35 1.090
46 H -28.010 -22.154 -9.918  C35 1.090
47 H -25.390 -20.545 -10.034  C36 1.090
48 H -26.229 -21.367 -11.307  C36 1.090
49 H -27.006 -19.932 -10.543  C36 1.090
50 H -26.556 -24.022 -4.828  C38 1.090
51 H -27.460 -24.809 -5.957  C38 1.090
52 H -25.762 -25.900 -7.177  C39 1.090
53 H -24.513 -25.041 -6.245  C39 1.090
54 H -25.656 -26.223 -5.440  C39 1.090
55 C -13.812 -30.180 -3.163  C56 1.575, H66 1.090, H67 1.090, H68 1.090
56 C -14.146 -29.903 -1.649  C55 1.575, O57 1.468, H69 1.090, H70 1.090
57 O -14.335 -28.456 -1.479  C56 1.468, P58 1.573
58 P -13.141 -27.715 -0.772  O57 1.573, O59 1.463, O60 1.604, O63 1.641
59 O -12.707 -28.245 0.520  P58 1.463
60 O -12.073 -27.719 -1.969  P58 1.604, C61 1.405
61 C -10.722 -27.348 -1.858  O60 1.405, C62 1.476, H71 1.090, H72 1.090
62 C -10.423 -26.071 -2.536  C61 1.476, H73 1.090, H74 1.090, H75 1.090
63 O -13.630 -26.159 -0.588  P58 1.641, C64 1.398
64 C -14.885 -25.959 -0.008  O63 1.398, C65 1.549, H76 1.090, H77 1.090
65 C -15.920 -25.742 -1.141  C64 1.549, H78 1.090, H79 1.090, H80 1.090
66 H -13.909 -31.236 -3.417  C55 1.090
67 H -14.422 -29.588 -3.846  C55 1.090
68 H -12.836 -29.807 -3.472  C55 1.090
69 H -15.078 -30.352 -1.307  C56 1.090
70 H -13.347 -30.292 -1.018  C56 1.090
71 H -10.386 -27.365 -0.822  C61 1.090
72 H -10.087 -28.161 -2.208  C61 1.090
73 H -11.263 -25.396 -2.371  C62 1.090
74 H -9.520 -25.580 -2.174  C62 1.090
75 H -10.311 -26.289 -3.598  C62 1.090
76 H -15.292 -26.675 0.705  C64 1.090
77 H -14.667 -25.102 0.629  C64 1.090
78 H -16.934 -25.538 -0.797  C65 1.090
79 H -15.702 -24.855 -1.736  C65 1.090
80 H -15.949 -26.640 -1.758  C65 1.090
81 C -18.576 -20.915 -1.900  C82 1.520, H92 1.090, H93 1.090, H94 1.090
82 C -19.387 -20.320 -3.040  C81 1.520, O83 1.369, H95 1.090, H96 1.090
83 O -19.017 -19.040 -3.352  C82 1.369, P84 1.644
84 P -18.987 -17.791 -2.283  O83 1.644, O85 1.480, O86 1.637, O89 1.622
85 O -17.773 -17.752 -1.438  P84 1.480
86 O -19.277 -16.431 -3.147  P84 1.637, C87 1.446
87 C -18.457 -16.185 -4.313  O86 1.446, C88 1.515, H97 1.090, H98 1.090
88 C -17.859 -14.804 -4.142  C87 1.515, H99 1.090, H100 1.090, H101 1.090
89 O -20.303 -18.016 -1.361  P84 1.622, C90 1.438
90 C -21.608 -18.101 -1.960  O89 1.438, C91 1.524, H102 1.090, H103 1.090
91 C -22.224 -16.749 -2.301  C90 1.524, H104 1.090, H105 1.090, H106 1.090
92 H -18.748 -20.376 -0.968  C81 1.090
93 H -18.761 -21.976 -1.728  C81 1.090
94 H -17.502 -20.792 -2.036  C81 1.090
95 H -19.090 -20.856 -3.941  C82 1.090
96 H -20.440 -20.585 -2.946  C82 1.090
97 H -17.625 -16.845 -4.555  C87 1.090
98 H -19.201 -16.098 -5.105  C87 1.090
99 H -18.574 -13.992 -4.269  C88 1.090
100 H -17.476 -14.637 -3.135  C88 1.090
101 H -16.977 -14.643 -4.762  C88 1.090
102 H -21.589 -18.761 -2.828  C90 1.090
103 H -22.329 -18.539 -1.270  C90 1.090
104 H -23.225 -17.017 -2.640  C91 1.090
105 H -22.278 -16.144 -1.396  C91 1.090
106 H -21.737 -16.141 -3.063  C91 1.090
107 C -17.885 -22.235 1.609  C108 1.486, H118 1.090, H119 1.090, H120 1.090
108 C -18.944 -22.499 2.617  C107 1.486, O109 1.453, H121 1.090, H122 1.090
109 O -18.290 -23.277 3.656  C108 1.453, P110 1.630
110 P -18.023 -24.871 3.455  O109 1.630, O111 1.439, O112 1.601, O115 1.620
111 O -19.088 -25.613 2.834  P110 1.439
112 O -16.612 -24.934 2.699  P110 1.601, C113 1.384
113 C -15.437 -24.517 3.300  O112 1.384, C114 1.570, H123 1.090, H124 1.090
114 C -14.732 -25.708 4.042  C113 1.570, H125 1.090, H126 1.090, H127 1.090
115 O -17.609 -25.369 4.940  P110 1.620, C116 1.477
116 C -18.639 -25.928 5.839  O115 1.477, C117 1.516, H128 1.090, H129 1.090
117 C -18.509 -27.428 5.662  C116 1.516, H130 1.090, H131 1.090, H132 1.090
118 H -17.288 -23.133 1.450  C107 1.090
119 H -18.222 -21.868 0.639  C107 1.090
120 H -17.235 -21.486 2.061  C107 1.090
121 H -19.331 -21.576 3.049  C108 1.090
122 H -19.760 -23.053 2.154  C108 1.090
123 H -14.787 -24.137 2.513  C113 1.090
124 H -15.661 -23.593 3.833  C113 1.090
125 H -15.229 -25.847 5.003  C114 1.090
126 H -14.770 -26.591 3.405  C114 1.090
127 H -13.710 -25.407 4.274  C114 1.090
128 H -18.451 -25.556 6.846  C116 1.090
129 H -19.668 -25.696 5.564  C116 1.090
130 H -17.465 -27.737 5.698  C117 1.090
131 H -19.190 -28.055 6.237  C117 1.090
132 H -18.769 -27.660 4.629  C117 1.090
133 C -25.626 -25.653 -1.249  C134 1.519, H144 1.090, H145 1.090, H146 1.090
134 C -24.871 -26.729 -0.486  C133 1.519, O135 1.420, H147 1.090, H148 1.090
135 O -23.486 -26.440 -0.364  C134 1.420, P136 1.632
136 P -22.542 -26.691 -1.671  O135 1.632, O137 1.530, O138 1.628, O141 1.619
137 O -23.172 -27.582 -2.743  P136 1.530
138 O -21.084 -27.126 -1.092  P136 1.628, C139 1.418
139 C -20.454 -26.401 -0.048  O138 1.418, C140 1.582, H149 1.090, H150 1.090
140 C -19.556 -25.231 -0.622  C139 1.582, H151 1.090, H152 1.090, H153 1.090
141 O -22.313 -25.223 -2.314  P136 1.619, C142 1.423
142 C -21.371 -25.211 -3.381  O141 1.423, C143 1.501, H154 1.090, H155 1.090
143 C -22.087 -25.187 -4.699  C142 1.501, H156 1.090, H157 1.090, H158 1.090
144 H -25.442 -25.785 -2.315  C133 1.090
145 H -26.695 -25.630 -1.037  C133 1.090
146 H -25.151 -24.686 -1.085  C133 1.090
147 H -25.332 -26.833 0.496  C134 1.090
148 H -25.051 -27.701 -0.946  C134 1.090
149 H -21.166 -25.995 0.671  C139 1.090
150 H -19.806 -27.042 0.550  C139 1.090
151 H -18.889 -25.596 -1.403  C140 1.090
152 H -20.195 -24.424 -0.980  C140 1.090
153 H -18.898 -24.770 0.115  C140 1.090
154 H -20.863 -24.252 -3.277  C142 1.090
155 H -20.552 -25.924 -3.284  C142 1.090
156 H -22.776 -26.025 -4.802  C143 1.090
157 H -22.670 -24.271 -4.802  C143 1.090
158 H -21.470 -25.335 -5.586  C143 1.090
159 C -20.210 -28.866 -5.561  C160 1.554, H170 1.090, H171 1.090, H172 1.090
160 C -19.056 -28.048 -6.204  C159 1.554, O161 1.407, H173 1.090, H174 1.090
161 O -19.095 -26.837 -5.488  C160 1.407, P162 1.648
162 P -17.746 -26.578 -4.577  O161 1.648, O163 1.475, O164 1.587, O167 1.675
163 O -16.443 -26.977 -5.141  P162 1.475
164 O -17.814 -25.057 -4.132  P162 1.587, C165 1.435
165 C -17.691 -24.047 -5.144  O164 1.435, C166 1.499, H175 1.090, H176 1.090
166 C -18.953 -23.744 -5.893  C165 1.499, H177 1.090, H178 1.090, H179 1.090
167 O -18.220 -27.367 -3.178  P162 1.675, C168 1.384
168 C -17.573 -28.561 -2.912  O167 1.384, C169 1.494, H180 1.090, H181 1.090
169 C -17.881 -28.805 -1.470  C168 1.494, H182 1.090, H183 1.090, H184 1.090
170 H -19.908 -29.520 -4.742  C159 1.090
171 H -20.964 -28.279 -5.037  C159 1.090
172 H -20.651 -29.512 -6.321  C159 1.090
173 H -18.170 -28.683 -6.181  C160 1.090
174 H -19.170 -27.856 -7.271  C160 1.090
175 H -17.315 -23.195 -4.577  C165 1.090
176 H -16.837 -24.103 -5.819  C165 1.090
177 H -19.316 -24.356 -6.719  C166 1.090
178 H -19.785 -23.658 -5.194  C166 1.090
179 H -18.849 -22.759 -6.347  C166 1.090
180 H -17.910 -29.378 -3.551  C168 1.090
181 H -16.495 -28.428 -3.004  C168 1.090
182 H -17.761 -27.970 -0.780  C169 1.090
183 H -18.938 -29.061 -1.397  C169 1.090
184 H -17.270 -29.618 -1.079  C169 1.090
185 C -21.146 -30.345 -2.113  C186 1.545, H196 1.090, H197 1.090, H198 1.090
186 C -22.432 -31.200 -2.145  C185 1.545, O187 1.459, H199 1.090, H200 1.090
187 O -22.192 -32.036 -0.974  C186 1.459, P188 1.639
188 P -23.382 -32.369 0.102  O187 1.639, O189 1.461, O190 1.649, O193 1.650
189 O -24.629 -32.781 -0.539  P188 1.461
190 O -22.667 -33.453 1.118  P188 1.649, C191 1.433
191 C -22.739 -34.883 1.064  O190 1.433, C192 1.527, H201 1.090, H202 1.090
192 C -23.977 -35.415 1.783  C191 1.527, H203 1.090, H204 1.090, H205 1.090
193 O -23.442 -30.971 0.976  P188 1.650, C194 1.374
194 C -24.588 -30.220 0.884  O193 1.374, C195 1.574, H206 1.090, H207 1.090
195 C -24.440 -29.032 1.907  C194 1.574, H208 1.090, H209 1.090, H210 1.090
196 H -21.250 -29.545 -2.846  C185 1.090
197 H -21.044 -29.960 -1.098  C185 1.090
198 H -20.284 -30.948 -2.397  C185 1.090
199 H -23.283 -30.518 -2.152  C186 1.090
200 H -22.451 -31.816 -3.044  C186 1.090
201 H -22.784 -35.102 -0.003  C191 1.090
202 H -21.790 -35.247 1.456  C191 1.090
203 H -24.201 -35.174 2.822  C192 1.090
204 H -24.855 -35.129 1.204  C192 1.090
205 H -24.010 -36.504 1.789  C192 1.090
206 H -24.624 -29.836 -0.136  C194 1.090
207 H -25.483 -30.816 1.062  C194 1.090
208 H -24.372 -29.542 2.868  C195 1.090
209 H -23.544 -28.420 1.808  C195 1.090
210 H -25.296 -28.366 2.007  C195 1.090
211 C -32.094 -26.219 -0.105  C212 1.473, H222 1.090, H223 1.090, H224 1.090
212 C -30.661 -26.406 0.182  C211 1.473, O213 1.391, H225 1.090, H226 1.090
213 O -30.462 -27.775 0.033  C212 1.391, P214 1.604
214 P -28.987 -28.310 -0.296  O213 1.604, O215 1.484, O216 1.598, O219 1.609
215 O -27.897 -27.610 0.429  P214 1.484
216 O -29.059 -29.827 0.197  P214 1.598, C217 1.419
217 C -30.218 -30.600 -0.079  O216 1.419, C218 1.620, H227 1.090, H228 1.090
218 C -30.095 -32.042 0.650  C217 1.620, H229 1.090, H230 1.090, H231 1.090
219 O -28.953 -28.377 -1.903  P214 1.609, C220 1.425
220 C -27.741 -28.126 -2.610  O219 1.425, C221 1.580, H232 1.090, H233 1.090
221 C -27.683 -28.649 -4.100  C220 1.580, H234 1.090, H235 1.090, H236 1.090
222 H -32.637 -26.736 0.686  C211 1.090
223 H -32.345 -25.165 0.013  C211 1.090
224 H -32.237 -26.686 -1.080  C211 1.090
225 H -29.962 -25.913 -0.493  C212 1.090
226 H -30.400 -26.087 1.191  C212 1.090
227 H -31.119 -30.070 0.229  C217 1.090
228 H -30.284 -30.807 -1.147  C217 1.090
229 H -30.886 -32.725 0.340  C218 1.090
230 H -29.181 -32.590 0.420  C218 1.090
231 H -30.188 -32.018 1.736  C218 1.090
232 H -27.697 -27.041 -2.698  C220 1.090
233 H -26.846 -28.467 -2.089  C220 1.090
234 H -26.641 -28.686 -4.416  C221 1.090
235 H -28.027 -29.682 -4.042  C221 1.090
236 H -28.202 -28.025 -4.829  C221 1.090
237 C -31.759 -24.385 3.373  C238 1.461, H248 1.090, H249 1.090, H250 1.090
238 C -30.711 -23.448 2.975  C237 1.461, O239 1.407, H251 1.090, H252 1.090
239 O -30.307 -23.715 1.654  C238 1.407, P240 1.643
240 P -29.317 -22.576 1.004  O239 1.643, O241 1.479, O242 1.619, O245 1.660
241 O -30.013 -21.274 0.921  P240 1.479
242 O -29.005 -23.163 -0.472  P240 1.619, C243 1.415
243 C -29.963 -22.974 -1.496  O242 1.415, C244 1.503, H253 1.090, H254 1.090
244 C -29.320 -23.285 -2.819  C243 1.503, H255 1.090, H256 1.090, H257 1.090
245 O -27.872 -22.650 1.819  P240 1.660, C246 1.462
246 C -27.155 -23.923 1.867  O245 1.462, C247 1.483, H258 1.090, H259 1.090
247 C -26.206 -24.036 3.001  C246 1.483, H260 1.090, H261 1.090, H262 1.090
248 H -32.070 -24.266 4.411  C237 1.090
249 H -32.661 -24.262 2.773  C237 1.090
250 H -31.443 -25.424 3.281  C237 1.090
251 H -31.009 -22.407 3.103  C238 1.090
252 H -29.880 -23.599 3.664  C238 1.090
253 H -30.867 -23.571 -1.378  C243 1.090
254 H -30.239 -21.923 -1.576  C243 1.090
255 H -28.624 -24.121 -2.749  C244 1.090
256 H -30.186 -23.490 -3.448  C244 1.090
257 H -28.720 -22.476 -3.234  C244 1.090
258 H -27.880 -24.733 1.950  C246 1.090
259 H -26.585 -24.161 0.969  C246 1.090
260 H -25.572 -23.153 3.075  C247 1.090
261 H -26.666 -24.072 3.989  C247 1.090
262 H -25.666 -24.981 2.940  C247 1.090

The HOMO energy comes out at -9.49 eV. The energy above the lowest of the compared OMol25 structures with the same formula, charge and spin is 55.6 kJ/mol. Its energy is -239289.1873 eV. As for the largest force on an atom: 4.375 eV/A. The calculation puts the frontier orbital gap at 8.7913 eV. Its LUMO energy is -0.696 eV.

Mulliken atomic charge list, values in e, 8 entries: -0.23 0.81 -0.43 0.09 0.45 -1.11 -1.33 -0.63